Below is a molecular structure, C32H15B5F9O46Y in a non-equilibrium geometry, with properties calculated with ωB97M-V/def2-TZVPD.

Geometry as XYZ:
```
108
Properties=species:S:1:pos:R:3:lowdin_charge:R:1
Y -0.1783 0.0133 0.1217 1.785
O -1.1434 4.5099 1.2442 0.138
C -0.5387 4.6751 0.2059 -0.378
O -0.4442 5.6980 -0.5848 0.266
B 0.6141 5.4877 -1.6029 -0.847
O 0.7370 4.0159 -1.6487 0.286
C 0.2462 3.5478 -0.5530 -0.282
O 0.3088 2.3304 -0.2130 -0.031
O 1.8778 6.2083 -1.3683 0.229
C 2.1337 7.0022 -2.4349 -0.324
O 3.1251 7.6704 -2.7174 0.132
C 0.9580 6.8828 -3.3989 -0.358
O 0.2378 5.9526 -2.9212 0.255
O 0.7401 7.4894 -4.4897 0.107
O -2.0630 6.2031 -5.4226 0.152
C -1.7159 5.0546 -5.2695 -0.447
O -2.2949 4.2151 -4.5072 0.241
B -1.6021 2.9142 -4.5358 -0.850
O -0.6448 3.1015 -5.6167 0.251
C -0.6098 4.3431 -6.0078 -0.341
O 0.1937 4.8934 -6.8084 0.106
O -0.9854 2.4511 -3.2948 0.262
C -1.4066 1.2168 -3.0264 -0.248
O -1.1929 0.5145 -2.0041 -0.010
C -2.4476 0.7990 -4.1318 -0.366
O -2.5353 1.8064 -4.9697 0.239
O -3.0480 -0.2670 -4.0720 0.131
O 1.2008 -1.3966 1.4118 0.002
C 2.0312 -2.2018 1.8676 -0.296
O 3.0517 -2.6912 1.2164 0.240
B 3.7375 -3.7500 2.1028 -0.784
O 3.1543 -3.5019 3.4542 0.251
C 2.0977 -2.7182 3.2790 -0.380
O 1.4266 -2.3130 4.1857 0.169
O 5.1956 -3.7905 2.0008 0.245
C 5.6013 -4.9764 1.6256 -0.358
O 6.7686 -5.3392 1.5519 0.142
C 4.3307 -5.8496 1.3780 -0.375
O 3.3172 -5.0835 1.6570 0.225
O 4.2641 -7.0149 1.0088 0.120
O 3.6398 2.2826 -2.6040 0.162
C 3.9594 1.2295 -2.0693 -0.350
O 5.1033 0.6071 -2.0805 0.263
B 5.0830 -0.6147 -1.2705 -0.922
O 3.6688 -0.8545 -1.0302 0.221
C 2.9661 0.1821 -1.5185 -0.285
O 1.7916 0.2144 -1.2890 0.042
O 5.7127 -0.5166 0.0542 0.222
C 6.7426 -1.3983 0.1160 -0.298
O 7.5620 -1.6561 1.0522 0.099
C 6.6858 -2.2359 -1.1377 -0.365
O 5.7062 -1.7715 -1.9228 0.225
O 7.4518 -3.1580 -1.4070 0.130
O -2.6402 -3.9840 -0.3187 0.183
C -2.6987 -3.8274 0.8694 -0.250
O -3.4559 -4.5206 1.8260 0.249
B -3.3423 -3.8190 3.0602 -0.827
O -2.2834 -2.7950 2.8190 0.267
C -2.0579 -2.6059 1.6035 -0.332
O -1.5278 -1.6538 1.0166 0.000
O -4.5563 -3.0011 3.4150 0.219
C -4.9352 -3.3361 4.6139 -0.429
O -5.8620 -2.8448 5.1998 0.143
C -3.9670 -4.4086 5.1616 -0.378
O -3.0891 -4.7071 4.2562 0.242
O -3.9884 -4.7552 6.3612 0.099
C 3.2286 -4.6454 -2.5201 -0.028
C 2.2246 -3.6596 -1.9657 -0.152
O 0.8912 -3.7147 -2.5299 0.092
C 0.0040 -2.8275 -2.1664 -0.280
O 0.1311 -1.9411 -1.2927 0.010
C -1.3235 -3.0468 -2.9279 -0.568
F -1.7412 -4.3012 -2.9191 0.179
F -2.2918 -2.3450 -2.3662 0.166
F -1.2160 -2.7283 -4.2252 0.172
H 4.1947 -4.5897 -2.0185 0.088
H 3.3514 -4.6928 -3.6022 0.085
H 2.8719 -5.6321 -2.2247 0.081
H 2.5666 -2.6429 -2.1591 0.118
H 2.1365 -3.7608 -0.8839 0.125
C -4.4013 4.1768 -1.8541 -0.024
C -3.6176 2.9958 -1.2754 -0.185
O -4.2096 2.5019 -0.0516 0.039
C -3.5405 1.5889 0.7996 -0.206
O -2.4564 1.1110 0.5361 0.065
C -4.2801 1.2215 2.1620 -0.496
F -5.5771 1.5756 2.2497 0.180
F -4.2942 -0.0900 2.2651 0.183
F -3.4514 1.6033 3.1572 0.168
H -5.1718 3.7423 -2.4909 0.084
H -3.7552 4.9101 -2.3366 0.086
H -4.9644 4.6747 -1.0648 0.079
H -2.5376 3.1424 -1.2688 0.110
H -3.6216 2.2453 -2.0658 0.115
C -2.3774 -0.4947 5.9004 -0.027
C -1.5889 -0.4116 4.6165 -0.187
O -0.9036 0.8695 4.6621 0.062
C -0.3506 1.3734 3.5520 -0.233
O -0.2935 0.7782 2.4175 -0.016
C 0.1812 2.7919 3.7970 -0.510
F 0.9241 3.1005 2.7554 0.202
F -0.8806 3.6176 3.9655 0.165
F 0.8549 2.7418 4.9867 0.154
H -2.7568 -1.5097 6.0182 0.085
H -3.2298 0.1504 5.6871 0.082
H -1.8401 -0.2099 6.8050 0.091
H -2.2089 -0.6136 3.7431 0.101
H -0.8470 -1.2097 4.6456 0.118
```

M = 1449.4 Da
total energy = -156530.4868 eV
total charge = -2
highest occupied orbital energy = -6.319 eV


Below is a molecular structure, C32H18BrF3IrN2O9Sb in a non-equilibrium geometry, with properties calculated with ωB97M-V/def2-TZVPD.

Geometry as XYZ:
```
67
Properties=species:S:1:pos:R:3:lowdin_charge:R:1
Ir 0.1307 0.1646 -0.6127 1.390
O -2.5720 2.9405 -1.8285 0.107
C -2.1262 1.8460 -1.5883 -0.535
O -0.8418 1.7078 -1.2982 -0.166
C -3.0204 0.6385 -1.6523 -0.034
C -4.3243 0.8498 -2.0799 0.093
C -5.1963 -0.2139 -2.1752 -0.111
C -4.8280 -1.4991 -1.8248 0.094
C -3.5445 -1.6969 -1.3718 -0.045
C -2.6046 -0.6545 -1.3160 -0.234
O -1.3506 -0.9629 -1.0261 -0.333
N -3.1794 -3.0627 -0.9613 -0.327
O -3.6936 -3.9795 -1.5642 0.103
O -2.3936 -3.1881 -0.0408 0.046
N -6.5668 0.0151 -2.6644 -0.353
O -7.3071 -0.9460 -2.7161 0.084
O -6.8638 1.1459 -2.9834 0.094
H -4.6336 1.8518 -2.3406 0.140
H -5.5253 -2.3204 -1.8907 0.138
F 3.0446 -7.7383 2.9855 0.068
C 2.5546 -6.6532 2.3604 -0.278
C 3.0128 -6.3591 1.0888 0.005
C 2.5111 -5.2374 0.4502 -0.110
C 1.5634 -4.4327 1.0770 -0.382
C 1.1200 -4.7603 2.3530 -0.116
C 1.6168 -5.8795 3.0100 -0.005
Sb 0.8618 -2.6851 0.0828 1.574
C 0.4109 -3.5767 -1.7941 -0.387
C -0.0473 -4.8910 -1.8390 -0.115
C -0.4520 -5.4690 -3.0347 0.003
C -0.3913 -4.7089 -4.1837 -0.277
F -0.7804 -5.2578 -5.3482 0.067
C 0.0513 -3.3999 -4.1828 0.002
C 0.4429 -2.8397 -2.9766 -0.142
C 2.8611 -2.0027 -0.3605 -0.395
C 3.5315 -1.3696 0.6856 -0.147
C 4.8285 -0.9028 0.5363 -0.008
C 5.4410 -1.0673 -0.6907 -0.278
F 6.6929 -0.5997 -0.8559 0.063
C 4.8168 -1.6924 -1.7509 0.005
C 3.5225 -2.1650 -1.5735 -0.105
H 3.7484 -6.9995 0.6219 0.123
H 2.8687 -4.9926 -0.5429 0.107
H 0.3752 -4.1493 2.8484 0.099
H 1.2872 -6.1532 4.0027 0.122
H -0.1037 -5.4816 -0.9325 0.104
H -0.8196 -6.4848 -3.0794 0.124
H 0.0762 -2.8399 -5.1077 0.123
H 0.7826 -1.8090 -2.9745 0.089
H 3.0392 -1.2327 1.6452 0.105
H 5.3592 -0.4125 1.3418 0.125
H 5.3409 -1.8045 -2.6904 0.122
H 3.0327 -2.6620 -2.4026 0.092
Br 6.5025 3.9872 0.3640 0.768
C 4.9320 3.4213 1.2460 -0.673
C 4.7050 3.8106 2.5594 -0.105
C 3.5567 3.3907 3.2157 -0.052
C 2.6359 2.5870 2.5642 0.002
C 2.8792 2.2116 1.2481 -0.137
C 4.0262 2.6232 0.5754 -0.053
C 1.9084 1.3869 0.5319 -0.560
O 1.9746 1.1115 -0.6963 -0.073
O 0.8658 0.8834 1.0995 -0.115
H 5.4240 4.4424 3.0624 0.106
H 3.3844 3.6953 4.2388 0.113
H 1.7328 2.2561 3.0584 0.125
H 4.1971 2.3147 -0.4467 0.123
```

M = 1025.4 Da
total energy = -142448.1770 eV
total charge = 0
relative energy (zero: lowest compared OMol25 entry of this formula, charge and spin) = 105.8 kJ/mol
highest occupied orbital energy = -9.087 eV


Below is a molecular structure, C32H22BClN12OS2V in a non-equilibrium geometry, with properties calculated with ωB97M-V/def2-TZVPD.

Geometry as XYZ:
```
72
Properties=species:S:1:pos:R:3:lowdin_charge:R:1
V 0.2273 0.3428 -0.1827 0.919
Cl -6.6877 0.4647 -2.1461 0.721
C -5.0132 0.2076 -1.8073 -0.640
C -4.4163 -0.9913 -2.1860 -0.063
C -3.0779 -1.2007 -1.9160 0.039
C -2.3789 -0.1931 -1.2848 -0.255
O -1.0684 -0.3789 -0.9446 -0.232
C -2.9467 0.9982 -0.8902 -0.163
C -2.1671 2.0795 -0.1824 -0.490
N -0.8793 1.7064 0.4065 -0.083
C -0.2843 2.7089 1.2244 -0.216
C -0.9181 3.6096 2.0303 0.017
C -0.1584 4.5620 2.7538 -0.025
C 1.2002 4.6281 2.6369 0.007
C 1.8772 3.7124 1.7927 -0.133
C 3.2671 3.7110 1.5380 0.038
C 3.7974 2.7940 0.6710 -0.002
C 2.9579 1.8401 0.0766 -0.085
N 1.6621 1.8155 0.3063 -0.043
C 1.1174 2.7513 1.1235 -0.177
C -4.2955 1.1970 -1.1611 -0.043
H -5.0030 -1.7518 -2.6814 0.119
H -2.5792 -2.1241 -2.1778 0.139
H -2.8032 2.4836 0.6083 0.114
H -1.9948 3.6152 2.1339 0.122
H -0.6782 5.2614 3.3940 0.121
H 1.7668 5.3788 3.1720 0.128
H 3.9004 4.4450 2.0212 0.134
H 4.8534 2.7766 0.4438 0.123
H 3.3533 1.0733 -0.5768 0.127
H -4.7870 2.1210 -0.8831 0.126
C 2.9253 -1.0692 3.1027 -0.013
C 2.3149 -0.0529 2.3735 -0.099
N 1.6015 -0.5595 1.3731 -0.018
N 1.7412 -1.9079 1.4299 0.049
C 2.5288 -2.2252 2.4734 -0.029
B 0.7849 -2.7035 0.5047 -0.579
N -0.6411 -2.3088 1.0185 0.025
C -1.7067 -3.0770 1.3224 -0.043
C -2.6599 -2.2822 1.9201 -0.027
C -2.0868 -1.0068 1.9417 -0.120
N -0.8712 -1.0299 1.4152 -0.011
N 1.1550 -2.1729 -0.9698 0.047
C 1.4866 -2.9106 -2.0341 -0.024
C 2.0811 -2.1058 -2.9917 -0.005
C 2.0720 -0.8414 -2.4408 -0.151
N 1.5236 -0.8660 -1.2158 -0.097
N 0.9026 -4.2107 0.5002 -0.014
C 1.7037 -5.1161 1.1199 -0.064
C 1.3123 -6.3691 0.7331 -0.046
C 0.2260 -6.1416 -0.1301 -0.137
N -0.0235 -4.8523 -0.2704 0.042
H 3.5618 -0.9745 3.9644 0.109
H 2.3482 1.0080 2.5535 0.112
H 2.7633 -3.2428 2.7184 0.108
H -1.7092 -4.1304 1.1005 0.115
H -3.6203 -2.5858 2.2984 0.104
H -2.4907 -0.0812 2.3242 0.117
H 1.2843 -3.9670 -2.0406 0.124
H 2.4619 -2.4031 -3.9526 0.114
H 2.4116 0.0875 -2.8714 0.094
H 2.5061 -4.8365 1.7754 0.098
H 1.7425 -7.3084 1.0333 0.100
H -0.3809 -6.8631 -0.6551 0.111
S -1.9282 3.5522 -1.2253 1.082
C -0.7454 2.9944 -2.3942 -0.819
S 0.3351 1.6361 -2.2898 0.884
C -0.6387 3.7750 -3.5085 -0.369
C -1.5142 4.8933 -3.7195 -0.242
N -2.2081 5.7959 -3.8802 0.188
C 0.3837 3.5096 -4.4805 -0.244
N 1.2235 3.3060 -5.2387 0.184
```

M = 752.0 Da
total energy = -114022.3244 eV
total charge = +1
relative energy (zero: lowest compared OMol25 entry of this formula, charge and spin) = 0.0 kJ/mol
highest occupied orbital energy (alpha / beta) = -11.019 / -11.019 eV


Below is a molecular structure, C32H22Cl2GdIN6O4 in a non-equilibrium geometry, with properties calculated with ωB97M-V/def2-TZVPD.

Geometry as XYZ:
```
68
Properties=species:S:1:pos:R:3:lowdin_charge:R:1
Gd 0.3307 0.3162 0.1937 1.380
Cl 6.3792 2.3239 3.5060 0.660
C 5.2835 1.7862 2.2711 -0.678
C 3.9548 1.5863 2.6071 -0.039
C 3.0393 1.1173 1.6726 -0.205
N 1.6740 0.9080 1.9687 -0.062
C 1.2261 0.7679 3.2314 -0.486
O 1.8637 0.6823 4.2737 0.045
C -0.2982 0.7450 3.3506 -0.187
C -0.8723 0.5293 4.5948 0.016
C -2.2448 0.6516 4.7114 -0.037
C -2.9966 0.9872 3.5917 -0.051
C -2.3447 1.1328 2.3839 -0.129
N -1.0228 0.9989 2.2628 0.023
C 3.4638 0.9145 0.3345 -0.193
C 4.8040 1.1173 0.0179 -0.038
C 5.7093 1.5380 0.9802 -0.680
Cl 7.3689 1.7428 0.5178 0.661
N 2.4812 0.4935 -0.6014 -0.047
C 2.7639 0.2470 -1.9004 -0.465
O 3.8309 0.3556 -2.4889 0.053
C 1.5903 -0.2738 -2.7261 -0.191
C 1.6711 -0.2081 -4.1089 0.012
C 0.6611 -0.7774 -4.8622 -0.032
C -0.3690 -1.4415 -4.2119 -0.039
C -0.3722 -1.4535 -2.8314 -0.130
N 0.5629 -0.8479 -2.0949 0.016
H 3.6410 1.7549 3.6232 0.100
H -0.2230 0.3096 5.4297 0.122
H -2.7265 0.5037 5.6701 0.112
H -4.0682 1.1238 3.6481 0.110
H -2.8869 1.3561 1.4716 0.117
H 5.1473 0.9559 -0.9889 0.094
H 2.5346 0.2676 -4.5502 0.123
H 0.6846 -0.7248 -5.9432 0.114
H -1.1625 -1.9348 -4.7561 0.111
H -1.1525 -1.9644 -2.2838 0.106
C -0.9476 3.0473 -3.2461 -0.013
C -1.9614 1.9680 -3.0297 -0.257
N -2.8652 1.7498 -3.9547 0.128
C -3.7796 0.7742 -3.7566 -0.100
C -3.7947 -0.0373 -2.6543 -0.167
C -4.8543 -1.1036 -2.5653 -0.210
O -5.7114 -0.9586 -1.4308 -0.060
C -2.8039 0.1556 -1.6565 -0.088
C -2.7594 -0.8259 -0.5671 -0.072
N -1.7880 -1.0480 0.2388 -0.016
C -2.0064 -1.9859 1.2949 -0.319
C -3.2574 -2.1183 1.8943 -0.030
C -3.4627 -2.9881 2.9524 -0.064
C -2.4094 -3.7360 3.4527 -0.073
C -1.1498 -3.6050 2.8864 -0.149
C -0.9532 -2.7371 1.8226 -0.618
I 0.9740 -2.6536 1.0397 1.127
C -1.8982 1.2076 -1.8199 -0.300
O -0.9807 1.5335 -0.9403 -0.245
H -1.0379 3.4188 -4.2640 0.082
H 0.0648 2.6819 -3.0705 0.076
H -1.1050 3.8689 -2.5440 0.090
H -4.5225 0.6463 -4.5364 0.110
H -4.4218 -2.1012 -2.4741 0.124
H -5.4341 -1.0966 -3.4907 0.117
H -6.1253 -0.0908 -1.4864 0.097
H -3.6356 -1.4687 -0.4959 0.115
H -4.0761 -1.5004 1.5457 0.118
H -4.4468 -3.0628 3.3963 0.111
H -2.5568 -4.4091 4.2869 0.110
H -0.3175 -4.1761 3.2741 0.094
```

2S+1 = 8
M = 909.6 Da
⟨S²⟩ = 16.026
total energy = -104655.8577 eV
total charge = 0
highest occupied orbital energy (alpha / beta) = -7.417 / -7.352 eV